The following is a quantum chemistry calculation of one molecule with the formula C7H14N2Si, from the OMol25 dataset.

HOMO-LUMO gap (eV): 9.6
Total energy (eV): -18340.4702
2S+1: 1

XYZ file:
```
24
Properties=species:S:1:pos:R:3:forces:R:3
Si 0.026206 -0.420106 -1.096882 -2.182 1.050 0.864
N -0.631970 0.477585 2.087274 -2.724 1.318 2.372
N -1.775933 0.424352 1.338113 -0.236 -0.724 -1.081
C -2.687654 0.096692 0.662386 0.582 0.796 1.366
C 1.484570 1.590153 2.464672 -3.666 -0.538 2.462
C 0.571413 0.919204 1.501139 -0.355 0.419 -1.029
C -0.574116 -1.956720 -0.138996 -1.135 -0.890 -1.130
C 0.861005 0.735381 0.213888 1.411 -0.555 -0.402
C 1.410293 -0.742111 -2.256121 -0.803 -2.689 0.931
C -1.615758 0.288686 -1.990325 2.258 -2.092 -2.337
H -2.467991 0.649058 -1.487191 -0.559 0.499 0.690
H 1.384733 0.904198 3.372477 0.726 1.189 -0.645
H -1.402231 0.872967 -2.899926 0.275 0.644 0.636
H 1.480197 -1.861001 -2.365019 0.037 1.073 -0.270
H 0.181709 -2.216893 0.557716 0.660 -0.010 1.214
H -1.950663 -0.616820 -2.581977 0.033 0.274 0.974
H 1.967342 1.013647 0.079052 -1.757 -0.248 -0.439
H -1.547418 -1.698305 0.368195 1.277 -0.693 -0.494
H 2.446117 1.603378 2.085726 1.878 0.408 -0.454
H 1.277075 -0.265210 -3.165645 -0.058 0.781 -1.921
H -1.018955 0.983363 2.964026 1.878 -0.974 -1.624
H 1.008583 2.596449 2.730009 1.118 -1.153 -0.244
H -0.705671 -2.961600 -0.676103 -0.050 1.640 0.133
H 2.279116 -0.416348 -1.766487 1.392 0.474 0.428
```
Positions in Å, forces in eV/Å.

The following is a quantum chemistry calculation of an isolated ion of composition C7H14N3 and charge +1, from the OMol25 dataset.

Net charge: +1
HOMO-LUMO gap (eV): 10.5
Total energy (eV): -11948.3332
Structure (SMILES): Cc1[nH]cnc1[N+](C)(C)C
2S+1: 1

XYZ file:
```
24
Properties=species:S:1:pos:R:3:forces:R:3
N -2.631552 0.099357 0.098935 2.663 -2.939 -0.527
N 0.963853 -0.354451 -0.047174 -0.162 -0.803 -0.117
N -1.219521 -1.579533 -0.194106 2.176 2.395 -0.148
C -1.439012 0.701482 0.159878 2.520 -1.052 -0.868
C 1.662204 0.807825 -0.510436 1.218 2.692 -0.675
C -1.398224 2.149476 0.192714 3.000 -0.180 -1.619
C 1.477363 -0.785226 1.290252 -1.926 2.898 2.446
C -2.458487 -1.243165 -0.190898 -1.968 -0.333 2.008
C -0.498565 -0.292511 -0.050345 -2.722 -2.292 -0.021
C 1.390118 -1.448073 -0.957140 -0.825 -2.065 -0.014
H -3.418110 0.609204 0.066576 -3.618 1.776 -0.085
H 1.358848 1.821982 -0.212591 -0.633 -0.722 0.314
H 2.450691 -1.611243 -0.989812 0.555 0.549 0.258
H 0.982123 -1.445926 -1.961099 -0.188 0.784 -0.001
H -2.349442 2.466573 0.315940 -2.754 1.772 0.289
H -0.856118 2.598254 -0.656369 -1.049 -0.397 -0.619
H 0.938068 -2.298043 -0.472338 0.116 -0.653 -0.312
H -3.335330 -1.943545 -0.021139 1.336 0.879 -0.854
H 1.134247 0.004458 2.063625 -0.064 -1.249 -1.228
H 1.773220 0.811242 -1.580782 -0.541 -0.070 -0.483
H -0.734467 2.551791 0.880012 0.721 0.493 2.402
H 2.672668 0.733946 -0.172496 0.719 -0.159 0.364
H 1.015041 -1.720070 1.540897 0.273 -0.478 0.127
H 2.520388 -0.633798 1.407888 1.155 -0.846 -0.638
```
Positions in Å, forces in eV/Å.

The following is a quantum chemistry calculation of C7H14N3 as an isolated structure, from the OMol25 dataset.

Net charge: +1
HOMO-LUMO gap (spin up / spin down) (eV): 6.0 / 6.1
Total energy (eV): -11941.3821
2S+1: 3
⟨S²⟩: 2.029

XYZ file:
```
24
Properties=species:S:1:pos:R:3:forces:R:3
N 1.023541 -0.125919 0.701084 2.998 2.118 -0.481
N -1.011116 -0.493593 -0.727477 -0.320 -1.123 -0.131
N -1.022105 1.089604 1.112446 8.312 -0.177 -1.752
C 0.769302 -1.500222 0.648688 1.126 -2.351 -2.968
C -0.236594 -1.723742 -0.604100 0.813 2.312 2.405
C 2.444856 0.234023 0.574376 1.869 0.896 2.676
C -2.175589 0.607911 1.009293 -3.823 -1.232 -1.716
C 0.530699 2.277124 -0.949299 -2.726 1.692 -0.425
C -2.350477 -0.468450 -0.175566 0.448 1.877 2.678
C 0.048063 0.755977 0.301259 -6.456 -0.124 3.490
H 0.709915 3.093877 -0.229488 -0.038 -0.668 -0.255
H -3.220767 -0.128515 -0.784793 1.067 -0.719 0.019
H -3.019651 0.988435 1.531409 -0.531 0.261 0.215
H 3.113393 -0.525088 1.057282 -1.044 0.193 -0.602
H 1.355284 1.996997 -1.530027 1.077 -0.441 -0.869
H -0.710312 -2.596212 -0.358237 -2.163 -1.831 0.738
H 2.794671 1.150417 1.180029 -1.324 -0.912 -1.063
H 0.237990 -1.794920 1.521731 -0.446 -0.432 0.857
H 0.154518 -1.933565 -1.525945 1.990 -0.192 -2.098
H -1.020423 -0.208810 -1.666987 0.151 0.617 -1.432
H 2.772811 0.362650 -0.431453 -0.017 0.082 -0.930
H 1.762506 -2.161439 0.465746 -2.407 1.732 0.743
H -0.485189 2.460402 -1.534056 2.241 -0.710 1.343
H -2.465321 -1.356942 0.414091 -0.796 -0.867 -0.441
```
Positions in Å, forces in eV/Å.

The following is a quantum chemistry calculation of an isolated ion of composition C7H14N3O and charge +1, from the OMol25 dataset.

Net charge: +1
HOMO-LUMO gap (eV): 9.2
Total energy (eV): -13991.6628
Structure (SMILES): [H]/N=[N+](/N)[C@](O)(CC=C)C(=C)C
2S+1: 1

XYZ file:
```
25
Properties=species:S:1:pos:R:3:forces:R:3
O 1.181587 -0.088182 -1.383820 -0.767 0.171 0.945
N 2.584858 -1.771737 -0.103054 2.334 0.808 -0.786
N 1.374033 -1.658907 0.325870 -1.292 0.854 0.164
N 0.836152 -2.558977 0.947308 -0.609 -1.150 0.152
C -0.529118 2.807431 -0.209206 1.730 -0.173 1.181
C -0.209447 1.987176 0.819951 -1.286 -0.329 -2.031
C -1.523723 -0.750665 -1.309511 -0.479 -0.653 -1.078
C -1.461814 -0.871507 1.176644 1.219 1.283 -0.466
C -0.873856 -0.550351 0.038618 0.437 -2.206 -1.392
C 0.655194 -0.287655 -0.068731 -1.162 1.826 -0.394
C 0.920214 1.055221 0.815162 5.077 -0.940 -0.703
H 3.278690 -2.458186 0.042476 -0.562 -2.112 1.344
H -1.416409 3.365623 -0.283130 -1.368 0.236 0.363
H 1.775747 1.569698 0.207868 -1.128 -0.943 1.171
H -2.621092 -0.524190 -1.472962 1.273 -0.146 0.890
H -0.956143 1.581732 1.450649 -1.069 0.766 0.864
H 1.034463 0.841705 -1.674712 0.087 -0.778 0.497
H -0.937623 -0.025490 -1.850255 -0.464 -0.039 -1.295
H -1.094826 -0.749764 2.142021 1.326 0.181 1.503
H 3.084230 -1.114027 -0.656106 -1.156 1.692 -0.461
H -2.462014 -1.027967 1.215456 -3.015 -0.801 -0.362
H -0.221667 -2.436436 1.045465 1.639 0.609 -0.005
H 1.430492 0.770586 1.813230 -1.265 0.580 -1.297
H 0.165254 3.188866 -0.957641 0.421 -0.589 0.118
H -1.364161 -1.801044 -1.799800 0.078 1.853 1.080
```
Positions in Å, forces in eV/Å.

The following is a quantum chemistry calculation of an isolated ion of composition C7H14N3O3S and charge -1, from the OMol25 dataset.

Net charge: -1
HOMO-LUMO gap (eV): 7.7
Total energy (eV): -28932.0318
Structure (SMILES): CN(C)[S@](=N)(=O)N1CCC[C@@H]1C(=O)[O-]
2S+1: 1

XYZ file:
```
28
Properties=species:S:1:pos:R:3:forces:R:3
S -0.010147 1.237033 -0.875990 1.032 -0.601 -0.694
O 0.957048 1.025470 -1.974619 -0.505 -0.120 1.305
O 0.826067 0.846369 3.706333 0.480 -0.360 1.113
O -0.771387 1.364297 2.240145 -0.786 0.187 -0.328
N -1.450057 0.994126 -1.634597 -0.216 -0.604 0.715
N -0.089482 2.628409 -0.279406 0.508 -1.202 0.823
N 0.151614 -0.380551 0.432518 -0.887 1.587 -2.784
C 1.096553 -0.002319 1.449991 -2.094 1.822 1.839
C -1.519075 -0.178514 -2.446399 3.675 -0.936 1.215
C 0.258208 0.791098 2.622273 1.500 -0.073 -1.387
C 0.748006 -1.464224 -0.374579 0.978 -0.022 0.233
C -2.624019 1.212484 -0.820445 1.753 0.428 -0.009
C 2.053045 -1.895209 0.492779 -3.224 0.469 0.682
C 1.735548 -1.260210 1.882962 1.950 -0.410 -0.116
H -2.452868 1.033845 0.196411 0.328 -0.584 1.699
H 1.012194 -0.997277 -1.332568 0.666 -0.602 0.140
H -1.809436 0.083138 -3.388103 -0.657 0.609 -2.849
H -2.853844 2.209457 -0.909487 -1.054 2.399 -0.142
H 2.279619 -2.925946 0.514485 -0.082 -1.333 -0.013
H -0.001124 -2.251389 -0.641244 0.559 0.338 0.721
H 1.104196 -1.921532 2.468980 -0.187 0.149 0.188
H -2.119435 -0.994325 -2.138056 -0.819 -0.672 1.016
H 1.877553 0.673154 1.092501 0.100 0.179 -0.087
H -3.361016 0.602871 -1.186698 -2.047 -1.354 -0.767
H 2.870050 -1.413809 0.103202 2.022 1.280 -1.146
H 2.636480 -0.926138 2.492394 -0.959 -0.965 -0.680
H -0.108262 2.427501 0.732971 -0.396 0.537 0.356
H -0.436030 -0.517808 -2.425752 -1.638 -0.145 -1.044
```
Positions in Å, forces in eV/Å.

Computed energy relative to the best compared isomer or geometry (same formula, charge and spin), in the same sequence as the records: 108.82; 59.64; 82.53; 141.60; 14.91 kcal/mol.